[1]
{"formula": "C39H40BF6NO2", "method": "ωB97M-V/def2-TZVPD", "elements": ["C", "C", "C", "C", "C", "C", "O", "B", "C", "C", "C", "C", "F", "F", "F", "C", "C", "C", "F", "F", "F", "C", "C", "C", "C", "C", "C", "C", "C", "C", "O", "H", "H", "H", "H", "H", "H", "H", "H", "H", "H", "H", "H", "H", "H", "H", "H", "H", "H", "H", "H", "H", "H", "H", "H", "C", "N", "C", "C", "C", "C", "C", "C", "C", "C", "C", "C", "C", "C", "C", "C", "C", "C", "H", "H", "H", "H", "H", "H", "H", "H", "H", "H", "H", "H", "H", "H", "H", "H"], "xyz": [[0.318, 5.570, 2.098], [-0.698, 4.504, 1.751], [-1.797, 4.452, 2.839], [-1.233, 4.501, 0.266], [-2.536, 5.257, 0.025], [-0.178, 4.966, -0.742], [-1.484, 3.118, -0.005], [-0.952, 2.476, 1.091], [-1.452, 1.126, 1.600], [-0.955, 0.654, 2.820], [-1.672, -0.276, 3.540], [-1.243, -0.606, 4.940], [-2.195, -0.236, 5.852], [-1.020, -1.943, 5.116], [-0.090, 0.031, 5.299], [-2.835, -0.861, 3.029], [-3.218, -0.489, 1.740], [-4.470, -1.051, 1.143], [-4.224, -1.698, -0.040], [-5.113, -1.942, 1.943], [-5.370, -0.062, 0.846], [-2.518, 0.453, 1.007], [1.898, 0.145, -1.086], [1.091, -0.685, -0.116], [2.730, 1.200, -0.326], [3.216, 2.359, -0.989], [4.161, 3.230, -0.416], [4.580, 3.052, 0.915], [3.879, 2.126, 1.689], [2.951, 1.265, 1.092], [-0.042, 3.230, 1.829], [-0.180, 6.542, 2.018], [0.672, 5.426, 3.135], [1.189, 5.559, 1.427], [-2.270, 5.438, 2.940], [-2.561, 3.688, 2.625], [-1.332, 4.153, 3.792], [-2.422, 6.310, 0.330], [-2.792, 5.213, -1.052], [-3.365, 4.799, 0.587], [0.050, 6.033, -0.614], [0.751, 4.380, -0.654], [-0.563, 4.825, -1.761], [-0.007, 1.011, 3.204], [-3.448, -1.535, 3.624], [-2.807, 0.648, -0.019], [1.212, 0.845, -1.623], [0.022, -0.509, -0.300], [1.340, -1.758, -0.251], [1.180, -0.476, 0.968], [2.944, 2.559, -2.028], [4.669, 4.010, -1.011], [5.395, 3.663, 1.357], [4.118, 2.039, 2.765], [2.445, 0.596, 1.790], [-1.949, -3.752, -2.257], [-0.630, -3.295, -2.654], [-0.191, -2.003, -2.556], [1.152, -1.905, -2.945], [1.940, -0.653, -2.770], [3.399, -0.766, -3.126], [4.236, -1.761, -2.603], [5.568, -1.844, -3.040], [6.076, -0.907, -3.951], [7.450, -1.070, -4.525], [5.277, 0.172, -4.322], [3.961, 0.264, -3.886], [1.525, -3.231, -3.443], [2.565, -3.767, -4.200], [2.535, -5.125, -4.560], [1.448, -5.950, -4.228], [0.347, -5.426, -3.538], [0.391, -4.077, -3.182], [-1.924, -4.839, -2.154], [-2.242, -3.283, -1.306], [-2.715, -3.481, -3.002], [-0.868, -1.208, -2.262], [1.479, 0.080, -3.478], [3.854, -2.495, -1.891], [6.204, -2.660, -2.700], [7.690, -0.257, -5.215], [8.200, -1.091, -3.729], [7.557, -2.004, -5.086], [5.669, 0.948, -4.987], [3.336, 1.110, -4.172], [3.383, -3.134, -4.534], [3.377, -5.541, -5.111], [1.445, -7.003, -4.524], [-0.516, -6.046, -3.287]], "total_charge": 0, "total_energy_ha": -2339.4803, "multiplicity": 1, "e_homo_ev": -7.512}

---

[2]
{"formula": "C39H40CaN11O2S3", "method": "ωB97M-V/def2-TZVPD", "elements": ["Ca", "S", "C", "C", "C", "C", "C", "N", "H", "H", "H", "H", "N", "C", "C", "C", "C", "C", "C", "N", "C", "C", "C", "S", "C", "N", "H", "H", "H", "H", "H", "H", "H", "O", "C", "O", "C", "C", "C", "C", "C", "C", "S", "H", "H", "H", "H", "C", "C", "N", "C", "C", "N", "C", "N", "N", "N", "C", "C", "C", "C", "C", "C", "H", "H", "H", "H", "H", "H", "H", "H", "H", "H", "H", "C", "C", "N", "C", "C", "C", "C", "N", "H", "H", "H", "H", "H", "H", "H", "H", "H", "H", "H", "H", "H", "H"], "xyz": [[0.672, 0.287, 0.409], [-3.139, -0.446, -2.601], [-3.832, -0.555, -1.019], [-4.639, 0.500, -0.522], [-5.191, 0.428, 0.735], [-4.959, -0.704, 1.515], [-4.167, -1.691, 0.958], [-3.610, -1.642, -0.249], [-4.804, 1.360, -1.157], [-5.804, 1.242, 1.108], [-5.374, -0.818, 2.508], [-3.965, -2.595, 1.530], [2.172, -3.989, -0.489], [2.698, -4.088, 0.785], [3.432, -5.079, 1.427], [3.799, -4.823, 2.735], [3.452, -3.624, 3.377], [2.721, -2.640, 2.737], [2.340, -2.893, 1.420], [1.609, -2.104, 0.544], [1.542, -2.780, -0.571], [0.912, -2.285, -1.788], [0.716, -2.965, -2.948], [-0.024, -1.943, -4.098], [-0.027, -0.674, -2.954], [0.492, -0.976, -1.803], [2.289, -4.641, -1.242], [3.708, -6.001, 0.932], [4.377, -5.562, 3.275], [3.777, -3.461, 4.396], [2.475, -1.699, 3.219], [0.932, -3.997, -3.168], [-0.403, 0.307, -3.192], [2.249, 0.352, 3.806], [2.341, 1.095, 2.819], [1.343, 1.555, 2.161], [3.716, 1.548, 2.369], [4.546, 2.022, 3.385], [5.805, 2.534, 3.127], [6.257, 2.548, 1.812], [5.458, 2.051, 0.799], [4.170, 1.535, 1.033], [3.320, 0.877, -0.365], [4.170, 1.972, 4.400], [6.423, 2.908, 3.933], [7.241, 2.936, 1.575], [5.824, 2.037, -0.220], [1.738, 3.933, 0.037], [0.647, 3.481, -0.867], [-0.125, 2.431, -0.694], [-1.030, 2.414, -1.743], [-0.791, 3.467, -2.562], [0.281, 4.142, -2.002], [0.822, 5.385, -2.460], [-0.148, 6.459, -2.324], [-0.186, 7.431, -3.257], [-1.061, 8.306, -2.933], [-1.639, 7.917, -1.746], [-2.651, 8.520, -0.990], [-3.040, 7.879, 0.160], [-2.449, 6.660, 0.558], [-1.455, 6.052, -0.171], [-1.055, 6.716, -1.339], [1.762, 3.270, 0.902], [1.570, 4.961, 0.371], [2.709, 3.862, -0.456], [-1.790, 1.648, -1.843], [-1.274, 3.805, -3.463], [1.083, 5.343, -3.516], [1.717, 5.603, -1.880], [-3.100, 9.448, -1.315], [-3.821, 8.304, 0.776], [-2.797, 6.182, 1.465], [-1.030, 5.108, 0.140], [-2.873, -2.461, 5.515], [-1.442, -2.104, 5.125], [-1.360, -1.010, 4.172], [-1.344, 0.353, 4.690], [-2.685, 1.072, 4.558], [-1.233, -1.213, 2.834], [-1.124, -2.629, 2.335], [-1.180, -0.269, 1.958], [-2.889, -3.346, 6.154], [-3.472, -2.666, 4.625], [-3.349, -1.643, 6.057], [-0.935, -2.976, 4.719], [-0.874, -1.812, 6.011], [-0.542, 0.900, 4.186], [-1.053, 0.296, 5.739], [-3.046, 1.063, 3.529], [-2.588, 2.111, 4.878], [-3.449, 0.596, 5.175], [-0.160, -3.062, 2.607], [-1.225, -2.610, 1.253], [-1.910, -3.263, 2.746], [-1.289, 0.651, 2.374]], "total_charge": -1, "total_energy_ha": -4135.4277, "multiplicity": 1, "relative_energy_kj_mol": 100.9, "e_homo_ev": -4.016}

---

[3]
{"formula": "C39H40Cl5N7O2S3Ti", "method": "ωB97M-V/def2-TZVPD", "elements": ["Ti", "N", "C", "C", "C", "C", "C", "C", "S", "N", "C", "C", "C", "C", "C", "C", "N", "H", "H", "H", "H", "H", "H", "H", "H", "H", "Cl", "C", "C", "C", "Cl", "C", "Cl", "C", "Cl", "C", "Cl", "C", "C", "C", "C", "C", "C", "C", "S", "O", "O", "N", "C", "C", "C", "C", "C", "N", "H", "H", "H", "H", "H", "H", "H", "H", "H", "H", "H", "C", "C", "C", "C", "N", "C", "S", "N", "C", "C", "C", "C", "H", "H", "H", "H", "H", "H", "H", "H", "H", "H", "H", "H", "H", "H", "H", "H", "H", "H", "H", "H"], "xyz": [[2.009, 0.022, -1.010], [4.986, -2.836, -0.189], [5.481, -2.586, 1.132], [5.853, -3.624, 1.966], [6.286, -3.329, 3.252], [6.306, -2.014, 3.704], [5.903, -0.983, 2.865], [5.520, -1.276, 1.564], [5.104, -0.038, 0.401], [3.792, -0.855, -0.395], [3.962, -2.098, -0.673], [2.930, -2.734, -1.566], [3.063, -3.981, -2.134], [2.060, -4.441, -2.980], [0.958, -3.645, -3.200], [0.897, -2.408, -2.581], [1.875, -1.957, -1.793], [4.996, -3.807, -0.458], [5.812, -4.651, 1.620], [6.598, -4.133, 3.906], [6.631, -1.792, 4.712], [5.905, 0.046, 3.207], [3.937, -4.592, -1.946], [2.146, -5.411, -3.451], [0.144, -3.969, -3.834], [0.052, -1.746, -2.702], [3.367, 2.302, -1.377], [2.731, 2.400, 0.279], [2.282, 1.197, 0.779], [1.972, 1.250, 2.132], [1.716, -0.224, 3.050], [1.920, 2.450, 2.844], [1.371, 2.476, 4.479], [2.299, 3.648, 2.236], [2.217, 5.138, 3.091], [2.770, 3.616, 0.931], [3.349, 5.033, 0.150], [-5.989, 1.848, -3.152], [-4.507, 1.958, -2.895], [-3.929, 3.204, -2.630], [-2.574, 3.335, -2.404], [-1.770, 2.194, -2.435], [-2.317, 0.946, -2.691], [-3.685, 0.840, -2.922], [-0.083, 2.410, -2.015], [0.491, 3.442, -2.829], [-0.118, 2.635, -0.589], [0.624, 0.947, -2.260], [1.380, 0.802, -3.466], [1.026, 1.208, -4.750], [1.913, 0.958, -5.776], [3.117, 0.303, -5.518], [3.387, -0.073, -4.224], [2.539, 0.180, -3.221], [-6.264, 2.371, -4.071], [-6.563, 2.300, -2.341], [-6.300, 0.808, -3.251], [-4.559, 4.087, -2.602], [-2.136, 4.305, -2.199], [-1.687, 0.067, -2.686], [-4.120, -0.133, -3.123], [0.088, 1.716, -4.924], [1.674, 1.277, -6.783], [3.830, 0.096, -6.305], [4.307, -0.582, -3.960], [-4.063, -1.508, 4.211], [-3.304, -2.834, 4.340], [-2.462, -3.236, 3.127], [-1.211, -2.401, 2.892], [-1.526, -1.075, 2.348], [-0.925, -0.473, 1.319], [0.179, -1.342, 0.296], [-1.234, 0.781, 1.049], [-2.085, 1.666, 1.838], [-3.527, 1.640, 1.352], [-4.364, 2.777, 1.920], [-5.791, 2.757, 1.383], [-4.866, -1.444, 4.945], [-4.517, -1.401, 3.220], [-3.425, -0.635, 4.393], [-4.029, -3.630, 4.519], [-2.659, -2.800, 5.224], [-3.076, -3.207, 2.221], [-2.141, -4.272, 3.260], [-0.550, -2.886, 2.181], [-0.660, -2.273, 3.828], [-2.165, -0.514, 2.886], [-0.643, 1.247, 0.366], [-1.671, 2.668, 1.724], [-2.011, 1.424, 2.903], [-3.990, 0.680, 1.611], [-3.515, 1.706, 0.258], [-3.886, 3.729, 1.668], [-4.378, 2.715, 3.013], [-5.793, 2.787, 0.288], [-6.369, 3.610, 1.739], [-6.318, 1.849, 1.690]], "total_charge": 1, "total_energy_ha": -6388.8616, "multiplicity": 2, "relative_energy_kj_mol": 24.8, "e_homo_ev": [-9.946, -10.526]}

---

[4]
{"formula": "C39H40CsN6O2P2", "method": "ωB97M-V/def2-TZVPD", "elements": ["Cs", "C", "P", "C", "C", "C", "C", "C", "C", "C", "C", "C", "C", "C", "C", "C", "C", "C", "C", "C", "P", "C", "C", "C", "C", "C", "C", "C", "C", "C", "C", "C", "C", "N", "H", "H", "H", "H", "H", "H", "H", "H", "H", "H", "H", "H", "H", "H", "H", "H", "H", "H", "H", "H", "H", "H", "H", "H", "H", "H", "N", "C", "O", "C", "C", "N", "C", "N", "H", "H", "C", "N", "C", "C", "O", "N", "C", "C", "H", "H", "H", "H", "H", "H", "H", "H", "H", "H", "H", "H"], "xyz": [[-0.267, -0.037, -2.376], [2.216, -0.161, -0.165], [4.001, 0.057, 0.224], [3.978, 1.516, 1.331], [5.188, 2.183, 1.524], [5.255, 3.333, 2.297], [4.100, 3.851, 2.866], [2.887, 3.206, 2.666], [2.823, 2.042, 1.912], [4.389, -1.326, 1.364], [4.883, -1.156, 2.653], [5.204, -2.257, 3.438], [5.035, -3.543, 2.947], [4.552, -3.722, 1.656], [4.244, -2.623, 0.871], [1.154, -0.411, 0.874], [1.232, -0.954, 2.154], [-0.088, -0.934, 2.660], [-0.873, -0.389, 1.650], [-2.350, -0.112, 1.705], [-3.054, 0.517, 0.122], [-4.775, 0.770, 0.735], [-5.223, 1.948, 1.327], [-6.527, 2.055, 1.794], [-7.401, 0.984, 1.683], [-6.968, -0.197, 1.094], [-5.668, -0.295, 0.617], [-2.443, 2.236, 0.006], [-2.805, 2.965, -1.126], [-2.374, 4.272, -1.301], [-1.563, 4.863, -0.342], [-1.187, 4.139, 0.783], [-1.618, 2.830, 0.956], [-0.135, -0.068, 0.563], [2.179, -0.930, -0.948], [1.996, 0.779, -0.690], [6.086, 1.800, 1.050], [6.204, 3.836, 2.437], [4.144, 4.758, 3.456], [1.981, 3.606, 3.106], [1.875, 1.529, 1.793], [4.992, -0.159, 3.061], [5.575, -2.106, 4.445], [5.274, -4.399, 3.564], [4.411, -4.722, 1.263], [3.863, -2.773, -0.134], [2.111, -1.303, 2.669], [-0.422, -1.265, 3.634], [-2.609, 0.583, 2.513], [-2.916, -1.028, 1.910], [-4.547, 2.790, 1.418], [-6.859, 2.980, 2.248], [-8.418, 1.069, 2.047], [-7.645, -1.037, 0.995], [-5.337, -1.211, 0.138], [-3.422, 2.500, -1.889], [-2.635, 4.811, -2.202], [-1.196, 5.871, -0.492], [-0.536, 4.591, 1.523], [-1.288, 2.266, 1.820], [1.629, 4.036, -1.359], [0.730, 3.795, -2.373], [0.358, 2.629, -2.595], [0.291, 4.921, -3.141], [0.649, 6.230, -2.755], [0.938, 7.284, -2.368], [-0.650, 4.722, -4.178], [-1.427, 4.546, -5.017], [1.747, 4.983, -1.037], [1.682, 3.315, -0.657], [0.351, -6.024, -1.803], [0.366, -5.071, -2.904], [1.691, -4.817, -3.444], [-0.493, -3.987, -2.901], [-0.105, -2.865, -3.209], [-1.788, -4.250, -2.538], [-2.440, -5.514, -2.820], [-2.692, -3.149, -2.265], [1.222, -5.863, -1.161], [0.381, -7.052, -2.173], [-0.537, -5.893, -1.193], [2.152, -5.773, -3.693], [2.329, -4.292, -2.725], [1.616, -4.209, -4.341], [-1.755, -6.194, -3.318], [-3.293, -5.341, -3.483], [-2.812, -5.987, -1.907], [-2.163, -2.273, -1.907], [-3.386, -3.457, -1.481], [-3.273, -2.868, -3.149]], "total_charge": -1, "total_energy_ha": -2692.1396, "multiplicity": 1, "e_homo_ev": -4.236}

---

[5]
{"formula": "C39H41As2MnN2OS5Te", "method": "ωB97M-V/def2-TZVPD", "elements": ["Mn", "C", "C", "As", "C", "C", "C", "C", "C", "C", "C", "C", "C", "C", "C", "C", "As", "C", "C", "C", "C", "C", "C", "C", "C", "C", "C", "C", "C", "H", "H", "H", "H", "H", "H", "H", "H", "H", "H", "H", "H", "H", "H", "H", "H", "H", "H", "H", "H", "H", "H", "H", "H", "O", "C", "S", "C", "C", "S", "S", "S", "C", "C", "N", "C", "C", "C", "C", "N", "H", "H", "H", "H", "H", "H", "H", "H", "H", "H", "H", "H", "H", "H", "Te", "C", "C", "C", "C", "S", "H", "H", "H"], "xyz": [[1.218, 0.578, 1.299], [-1.699, -1.688, -0.046], [-1.077, -0.750, -1.079], [-2.141, 0.874, -1.418], [-2.924, 0.379, -3.116], [-4.295, 0.556, -3.266], [-4.928, 0.176, -4.445], [-4.190, -0.380, -5.477], [-2.817, -0.553, -5.338], [-2.187, -0.178, -4.161], [-0.720, 2.085, -2.002], [0.224, 2.505, -1.066], [1.141, 3.509, -1.348], [1.129, 4.116, -2.597], [0.194, 3.714, -3.541], [-0.727, 2.714, -3.244], [-1.664, -0.954, 1.785], [-2.110, -2.593, 2.754], [-1.298, -3.710, 2.571], [-1.589, -4.904, 3.215], [-2.689, -4.992, 4.055], [-3.492, -3.878, 4.252], [-3.206, -2.682, 3.604], [-3.370, -0.043, 1.949], [-3.517, 0.775, 3.070], [-4.713, 1.443, 3.309], [-5.770, 1.302, 2.421], [-5.631, 0.483, 1.308], [-4.438, -0.190, 1.075], [-1.106, -2.602, 0.018], [-2.714, -1.985, -0.311], [-0.922, -1.268, -2.027], [-0.081, -0.424, -0.741], [-4.875, 0.996, -2.462], [-5.995, 0.314, -4.554], [-4.681, -0.680, -6.393], [-2.239, -0.982, -6.147], [-1.115, -0.309, -4.066], [0.208, 2.120, -0.042], [1.852, 3.824, -0.593], [1.833, 4.905, -2.826], [0.170, 4.190, -4.513], [-1.459, 2.429, -3.989], [-0.423, -3.659, 1.932], [-0.950, -5.764, 3.062], [-2.920, -5.923, 4.554], [-4.350, -3.936, 4.908], [-3.851, -1.829, 3.774], [-2.697, 0.879, 3.774], [-4.817, 2.068, 4.186], [-6.701, 1.823, 2.598], [-6.458, 0.361, 0.621], [-4.363, -0.837, 0.210], [-0.104, 7.048, 4.140], [-0.191, 5.965, 3.670], [1.107, 4.725, 3.893], [0.384, 3.462, 3.013], [-0.975, 3.776, 2.407], [-1.865, 2.712, 1.627], [-1.556, 5.394, 2.686], [1.178, 2.024, 3.004], [5.061, -2.028, -3.056], [5.257, -0.639, -2.467], [4.010, -0.016, -2.002], [3.205, 0.671, -3.019], [2.038, -0.165, -3.532], [3.582, -0.159, -0.740], [4.431, -0.961, 0.192], [2.478, 0.409, -0.296], [6.029, -2.483, -3.264], [4.506, -1.987, -3.993], [4.519, -2.680, -2.370], [5.670, 0.031, -3.220], [5.969, -0.656, -1.646], [3.881, 0.908, -3.838], [2.860, 1.632, -2.630], [2.395, -1.036, -4.082], [1.417, 0.433, -4.198], [1.408, -0.517, -2.714], [5.333, -0.401, 0.449], [4.733, -1.909, -0.249], [3.886, -1.164, 1.104], [2.041, 0.974, -1.021], [1.758, -1.463, 2.780], [3.704, -1.389, 3.536], [4.416, -2.479, 3.937], [5.685, -2.129, 4.498], [5.905, -0.789, 4.498], [4.566, 0.056, 3.835], [4.054, -3.493, 3.848], [6.396, -2.850, 4.873], [6.771, -0.255, 4.851]], "total_charge": 1, "total_energy_ha": -9576.6958, "multiplicity": 4, "relative_energy_kj_mol": 0.0, "e_homo_ev": [-9.492, -9.471]}